Molecular formula: C2H9BN2O2
Method: DFT, ωB97M-V/def2-TZVPD

Last column: natural (NBO) charge in e.
Positions of all 16 atoms, in Å:
B1 -1.626 -0.020 -0.136  1.06
C1 2.208 0.635 -0.269  -0.42
C2 -0.187 0.600 -0.249  -0.38
N1 1.070 -1.395 0.154  -0.66
N2 0.974 -0.105 -0.414  -0.27
O1 -2.658 0.839 -0.319  -0.89
O2 -1.803 -1.339 0.174  -0.91
H1 3.033 -0.069 -0.343  0.22
H2 2.283 1.365 -1.074  0.20
H3 2.253 1.154 0.700  0.18
H4 -0.142 1.580 -0.703  0.23
H5 -0.397 1.127 1.316  -0.06
H6 0.953 -1.337 1.170  0.33
H7 0.289 -1.939 -0.197  0.37
H8 -3.542 0.519 -0.129  0.49
H9 -2.708 -1.616 0.319  0.49

Atomic forces in eV per Å
B 0.7 0.2 0.2
C 0.0 -0.1 -0.1
C -1.0 0.9 2.7
N 0.0 -0.1 0.0
N 0.3 -0.4 0.0
O -0.5 0.6 -0.2
O 0.2 -0.5 0.1
H 0.0 0.1 0.0
H 0.0 0.1 0.1
H 0.0 0.0 0.0
H -0.1 0.1 -0.1
H 0.5 -1.0 -2.5
H -0.1 0.1 0.0
H 0.1 0.0 0.1
H 0.0 -0.1 0.0
H -0.1 0.0 0.0

Properties
orbital gap	8.320	eV
LUMO energy	0.19	eV
total energy	-9971.63858	eV
ΔE to the lowest compared entry with this formula, charge and spin	47.48	kJ/mol